Below is a structure of composition C33H91BaF3N5O20S at a distorted geometry, with properties calculated with ωB97M-V/def2-TZVPD.

Properties
max |F| = 1.689 eV Å⁻¹
LUMO level = -2.9 eV
ΔE to the lowest compared entry with this formula, charge and spin = 0.0000 eV
frontier orbital gap = 7.5 eV

Geometry as ORCA input:
```
! wB97M-V def2-TZVPD RIJCOSX def2/J DEFGRID3
* xyz 1 1
H 25.44 -22.92 -26.12
H 16.05 -26.69 -18.57
H 27.30 -30.47 -25.87
O 26.28 -28.02 -23.09
H 13.94 -30.17 -23.86
H 17.28 -27.52 -28.16
F 20.81 -26.36 -23.92
O 25.13 -24.03 -21.49
H 25.47 -24.19 -23.59
O 18.23 -25.70 -28.41
C 21.55 -27.43 -24.22
H 27.70 -22.42 -28.12
H 19.08 -30.90 -31.01
S 20.96 -28.89 -23.28
H 27.81 -23.10 -24.55
N 24.13 -29.34 -21.65
H 21.94 -34.50 -26.00
H 14.98 -33.58 -25.54
H 27.79 -24.61 -27.19
C 14.60 -29.32 -23.71
C 21.19 -34.51 -24.21
H 18.35 -30.34 -21.71
C 16.06 -29.76 -23.65
H 25.59 -23.57 -27.72
H 26.61 -25.37 -21.00
H 21.15 -35.24 -23.39
C 24.06 -25.19 -26.47
H 29.01 -24.26 -25.25
O 21.73 -35.16 -25.33
C 26.30 -23.95 -19.41
C 18.90 -31.26 -21.55
H 23.00 -33.76 -23.51
H 27.17 -28.39 -23.00
H 22.69 -24.55 -19.45
C 25.58 -22.65 -19.14
H 24.57 -32.14 -22.36
H 24.08 -26.26 -20.29
H 21.83 -32.59 -28.32
H 23.51 -29.70 -22.37
C 25.49 -30.09 -19.73
H 19.26 -32.45 -30.22
C 27.96 -23.96 -25.20
H 20.40 -31.78 -20.37
C 25.97 -27.92 -24.49
H 18.02 -25.55 -18.50
H 26.58 -31.74 -17.13
H 27.58 -23.57 -17.88
H 19.10 -27.58 -28.18
H 25.92 -21.90 -19.85
C 26.68 -31.06 -17.97
H 18.16 -34.35 -21.40
O 27.29 -29.68 -25.32
H 25.41 -25.67 -22.68
H 14.31 -28.67 -22.89
H 20.64 -24.79 -18.94
C 27.42 -23.76 -26.61
H 17.51 -32.36 -20.32
C 18.26 -26.91 -26.35
O 25.43 -24.99 -26.25
H 23.73 -24.69 -27.39
H 19.34 -32.00 -25.70
H 23.71 -30.97 -20.47
C 16.98 -27.13 -18.92
H 16.12 -30.34 -22.72
F 22.82 -27.18 -23.86
C 16.93 -27.28 -20.42
H 17.40 -31.11 -24.67
C 25.92 -23.74 -26.67
H 23.87 -26.26 -26.51
O 22.13 -32.32 -24.69
C 15.73 -32.81 -25.65
H 27.59 -31.37 -18.49
N 21.14 -32.77 -27.59
H 25.39 -30.01 -24.56
H 17.93 -28.02 -21.88
H 16.93 -28.14 -18.47
C 16.36 -30.75 -24.75
O 20.83 -28.44 -21.89
C 22.01 -33.33 -23.72
H 16.28 -30.32 -25.76
H 23.91 -24.86 -22.91
H 17.90 -29.03 -23.76
H 21.56 -32.97 -22.79
H 16.46 -26.12 -26.40
N 27.66 -23.90 -18.84
H 22.03 -31.45 -24.27
H 18.90 -30.44 -26.51
H 28.96 -22.52 -27.07
C 20.01 -31.82 -27.71
N 16.97 -28.63 -23.67
H 25.99 -31.05 -22.45
H 27.42 -24.77 -24.70
H 25.40 -29.20 -26.12
H 18.99 -26.13 -26.10
H 23.50 -24.65 -25.69
F 21.46 -27.68 -25.51
C 19.83 -31.67 -30.73
H 25.93 -32.24 -21.26
H 15.98 -27.70 -20.78
H 26.50 -29.86 -20.12
H 20.25 -32.06 -31.64
H 24.97 -27.49 -24.47
C 24.63 -30.52 -20.88
H 25.71 -24.77 -18.93
H 16.73 -33.24 -25.53
O 18.74 -33.58 -21.42
H 21.63 -32.57 -26.72
O 20.84 -31.11 -29.94
H 20.51 -30.72 -25.87
H 18.53 -25.76 -29.32
O 21.97 -29.91 -23.47
C 17.97 -32.39 -21.31
O 19.80 -31.03 -20.44
H 19.12 -32.31 -28.11
Ba 20.16 -28.31 -19.31
H 16.89 -26.29 -20.88
O 15.49 -31.85 -24.64
O 18.17 -26.50 -18.45
H 14.49 -28.67 -24.60
N 27.95 -22.48 -27.14
O 19.70 -29.19 -23.89
H 19.48 -31.49 -22.44
C 23.03 -26.54 -20.19
H 23.32 -28.47 -20.48
C 18.21 -27.03 -27.86
H 25.76 -22.33 -18.11
H 22.65 -25.76 -18.22
C 25.93 -29.26 -25.16
C 22.36 -25.58 -19.27
H 22.57 -26.42 -21.18
H 19.56 -29.98 -28.81
C 20.40 -30.68 -28.66
O 18.02 -28.05 -20.88
O 25.55 -31.15 -18.82
H 24.91 -28.96 -22.19
H 26.67 -27.27 -25.01
O 16.99 -26.62 -25.76
H 28.01 -24.85 -18.71
H 20.15 -34.22 -24.41
H 25.11 -29.18 -19.27
H 18.60 -27.85 -25.92
H 27.16 -23.67 -21.34
H 21.24 -30.15 -28.22
C 24.97 -24.65 -22.74
C 25.28 -31.55 -21.79
H 16.81 -28.04 -24.49
H 24.50 -22.77 -19.24
C 26.39 -24.30 -20.89
O 22.87 -27.89 -19.76
H 26.80 -30.04 -17.58
H 15.62 -32.37 -26.64
O 20.90 -25.61 -19.36
C 19.67 -31.20 -26.37
H 17.17 -32.35 -22.06
*
```

Here are the Löwdin charges for atoms 1 to 5, given in e: atom 1 (H): 0.14, atom 2 (H): 0.14, atom 3 (H): 0.09, atom 4 (O): -0.10, atom 5 (H): 0.08

Below is a cluster of 10 separate species, C33H93N9O10 in total at a distorted geometry, with properties calculated with ωB97M-V/def2-TZVPD.

Properties
max |F| = 4.305 eV Å⁻¹
SMILES string = COC[C@H](C)N.COC[C@H](C)N.COC[C@H](C)N.COC[C@H](C)N.COC[C@H](C)N.COC[C@H](C)N.COC[C@H](C)N.NC(N)=O.CCO.CCO
LUMO level = 0.3 eV
ΔE to the lowest compared entry with this formula, charge and spin = 0.0000 eV
frontier orbital gap = 9.1 eV

Geometry as ORCA input:
```
! wB97M-V def2-TZVPD RIJCOSX def2/J DEFGRID3
* xyz 0 1
H -0.54 -5.35 -2.73
H 5.74 4.02 -1.87
H 3.39 4.21 0.49
H 1.53 -4.41 -1.85
H -9.23 -0.08 0.00
H 7.02 2.71 -2.05
H -7.07 -0.44 0.12
O -3.11 2.08 -0.79
H -3.54 -0.58 0.62
H -4.17 -3.99 1.14
C 2.00 -3.47 -2.20
H -0.99 -4.42 -4.25
H -4.90 -4.37 2.68
H 1.61 -3.34 -3.18
C 0.68 4.88 -1.79
N -7.72 -1.31 1.97
H 5.88 2.10 1.78
C -2.05 -1.02 3.25
C -1.32 -5.02 -3.45
H -4.26 -0.79 -2.64
H -2.18 0.17 -1.27
H 2.27 2.01 5.81
H 2.56 3.02 -0.51
N -1.73 -0.64 -1.64
H -9.40 0.72 1.57
H -5.06 -1.54 0.37
H 2.83 -1.45 0.42
C -7.47 -0.20 1.07
H 0.50 5.81 -2.41
H 5.69 -1.36 -4.68
H -0.72 1.03 0.99
H -1.98 3.87 2.84
H -2.39 3.81 0.10
H 6.10 0.60 2.69
H -3.33 -3.05 4.26
H -1.53 -3.43 4.04
H -2.07 3.33 -2.16
H 3.32 2.05 -3.87
C 1.88 -0.95 0.77
H -2.94 1.28 1.69
C -4.65 -0.50 0.52
H -2.08 -0.22 2.53
H -3.40 -6.04 3.88
H -3.91 3.63 -2.00
H -3.71 3.18 2.92
H 1.97 5.12 2.39
H -6.70 1.22 2.49
N 2.53 1.50 -4.30
H 6.98 0.86 -1.02
H -0.08 4.67 -1.12
C 3.96 -2.09 -2.80
C -2.42 2.22 1.52
H 0.08 -0.17 -3.13
C 3.52 -3.42 -2.14
C -3.05 2.92 -2.04
C 2.09 5.06 -1.10
H 3.29 4.10 -2.32
H -6.26 1.47 0.81
H -7.50 -0.96 2.90
C -2.50 -3.28 3.47
H 1.22 0.16 -0.76
O 1.85 1.43 -2.17
H 5.33 2.64 -2.88
H -2.84 -0.79 3.98
H 1.92 -2.07 2.49
C 1.71 1.11 -3.32
O 0.96 -0.62 -0.25
O 5.53 2.30 -0.87
H 1.76 0.51 3.17
O 1.46 3.72 0.87
N 4.02 -3.40 -0.73
C -2.61 2.97 2.87
H 4.43 0.20 0.61
O 5.41 -1.94 -2.68
C 1.20 -1.97 1.68
N 0.85 0.15 -3.73
N -2.52 -5.74 3.54
O -2.25 -4.13 -2.78
C -1.50 -2.99 -2.46
O 0.08 1.34 4.06
H 7.12 -0.93 0.80
N 3.23 5.03 -1.94
H 5.02 -3.26 -0.92
H 1.57 -2.66 -1.63
H 3.19 0.91 4.86
H 6.98 -1.16 -3.50
H -1.06 -1.06 3.70
N -0.98 1.89 1.31
H -0.17 1.45 3.11
C -2.50 -1.92 -1.90
O -5.08 0.09 1.70
H 3.80 -2.16 -3.88
H -4.24 -2.48 -3.15
N 6.12 -1.09 0.63
C 5.92 -1.06 -3.67
H -1.87 -5.87 -3.78
C -2.77 -4.58 2.69
H -4.08 3.25 0.57
H 0.52 4.31 2.57
H -3.22 2.20 -2.85
H 7.30 1.01 1.53
C 1.13 4.73 1.83
H -0.41 2.68 1.04
H -1.79 -5.68 4.28
H -1.01 -2.53 -3.30
C 5.57 0.29 0.56
C -3.60 -1.64 -2.96
C -3.03 2.95 0.37
H 5.98 -1.65 -0.20
H -7.15 -2.09 1.78
C -8.73 0.60 0.74
C 6.22 1.04 1.75
H -4.35 -5.65 1.63
H -0.95 -0.87 -0.99
H 0.22 -1.54 2.09
O -2.45 -2.20 2.60
H 3.97 -4.20 -2.75
C 1.32 0.70 4.16
C -6.41 0.72 1.54
H 0.69 4.02 -2.48
H 3.83 -4.30 -0.29
H 1.27 -0.25 4.65
C -4.14 -4.65 2.03
H 1.05 -2.89 1.17
H -4.90 0.04 -0.43
H 3.41 -1.18 -2.39
C 5.97 2.98 -2.01
H -2.91 -2.39 -1.05
H 2.21 1.60 -5.27
H -3.14 -1.43 -3.95
H 0.65 5.57 1.34
H -0.75 -3.17 -1.66
H -8.65 1.58 0.27
H 5.61 -0.12 -3.42
C 5.90 0.99 -0.80
H 2.11 -0.08 1.35
H 5.52 0.33 -1.54
H 1.01 -0.34 -4.63
H 2.62 2.37 4.07
H 2.05 6.04 -0.52
H -2.05 -4.57 1.89
C 2.47 3.95 -0.04
H 3.31 5.65 -2.73
H -2.27 2.45 3.76
C 2.34 1.60 4.82
*
```

Here are the Löwdin charges for atoms 1 to 5, given in e: atom 1 (H): 0.09, atom 2 (H): 0.07, atom 3 (H): 0.13, atom 4 (H): 0.08, atom 5 (H): 0.09